Entry 1:
Here is C3H12AgBrN6O3 as an isolated structure at a distorted geometry from the OMol25 dataset. Energies are from wB97M-V/def2-TZVPD.

Geometry as XYZ:
```
26
Properties=species:S:1:pos:R:3:forces:R:3
Ag -3.414 -3.727 1.181 0.7 0.6 -0.4
Br -0.980 -1.170 -1.102 -0.5 -0.5 0.5
C 4.019 1.042 -1.161 3.0 3.6 -3.0
O 5.059 1.677 -1.114 0.7 0.2 0.4
N 3.197 1.045 -2.179 -2.2 1.3 -4.6
N 3.533 0.248 -0.328 -2.3 -4.9 7.4
H 3.331 1.689 -2.945 0.0 -0.2 0.3
H 2.300 0.586 -2.113 0.2 0.2 -0.4
H 2.546 0.045 -0.400 0.3 -0.3 0.3
H 3.887 0.206 0.617 0.2 0.1 -0.3
C -3.905 3.233 -4.208 1.5 -1.3 0.0
O -4.271 4.237 -4.727 -1.5 2.0 -0.7
N -3.998 2.868 -2.933 -1.7 1.7 3.2
N -3.146 2.307 -4.770 2.1 -2.9 -2.7
H -3.754 1.972 -2.538 -0.1 0.5 -0.1
H -4.318 3.648 -2.376 0.0 -0.6 0.7
H -2.701 1.643 -4.153 -0.1 0.0 -0.5
H -3.167 2.043 -5.745 0.0 0.5 0.2
C 0.166 -2.985 5.080 -3.7 0.9 -2.3
O -1.059 -3.053 4.897 0.6 0.1 0.0
N 1.018 -2.397 4.276 1.1 2.2 -4.0
N 0.816 -3.424 6.075 2.3 -3.1 5.7
H 0.638 -1.946 3.456 0.2 -0.1 0.1
H 2.022 -2.394 4.386 -0.5 0.1 0.0
H 1.819 -3.495 5.981 -0.4 -0.1 0.6
H 0.362 -3.897 6.844 0.1 0.0 -0.3
```
Positions in Å, forces in eV/Å.

Values from the calculation:
LUMO   -3.8 eV
Highest occupied orbital energy   -8.37 eV
Energy above the lowest of the compared OMol25 structures with the same formula, charge and spin   4.549 eV
Gap between HOMO and LUMO   4.561 eV

Entry 2:
Here is C3H12AgClN4O3 as an isolated structure at a distorted geometry from the OMol25 dataset. Energies are from wB97M-V/def2-TZVPD.

Geometry as XYZ:
```
24
Properties=species:S:1:pos:R:3:forces:R:3
Ag 2.584 -3.597 -1.907 -1.0 0.7 0.5
Cl 0.715 -2.068 -0.906 0.9 -0.2 -0.5
C 0.218 0.483 -4.053 -1.5 1.5 -1.5
O 0.564 0.994 -2.804 0.3 -0.2 1.5
H 1.062 0.423 -4.740 0.1 -0.6 0.2
H -0.498 -0.338 -4.070 0.7 -0.6 0.4
H -0.418 1.283 -4.438 0.1 0.1 -0.6
H 0.535 0.274 -2.170 0.3 -0.6 -0.1
C 1.497 2.279 0.555 -4.2 1.4 -3.1
O 2.482 1.932 1.160 4.0 -2.0 2.4
N 1.116 3.520 0.481 0.4 2.3 0.8
N 0.814 1.441 -0.196 -0.3 -1.6 0.8
H 0.238 3.798 0.068 0.1 0.0 0.2
H 1.714 4.204 0.921 -0.3 0.3 -0.1
H 0.836 0.450 0.014 0.1 -0.5 -0.2
H 0.133 1.800 -0.852 0.3 -0.2 -0.6
C -1.344 -2.517 2.817 0.7 0.6 0.1
O -0.562 -3.418 2.763 1.5 -1.4 -0.9
N -2.189 -2.400 3.805 -2.3 -0.4 2.6
N -1.386 -1.412 2.044 0.5 1.6 -2.3
H -2.116 -3.133 4.494 -0.5 0.3 0.1
H -2.843 -1.634 3.843 0.1 -0.4 0.5
H -2.250 -0.892 2.011 0.1 -0.1 -0.1
H -0.901 -1.471 1.161 -0.1 -0.2 0.0
```
Positions in Å, forces in eV/Å.

Values from the calculation:
LUMO (alpha / beta)   -4.5 / -8.8 eV
2S+1   2
Highest occupied orbital energy (alpha / beta)   -11.87 / -11.86 eV
Energy above the lowest of the compared OMol25 structures with the same formula, charge and spin   1.066 eV
Net charge   +1
⟨S²⟩   0.7609
Gap between HOMO and LUMO (alpha / beta)   7.325 / 3.057 eV

Entry 3:
Here is C3H12AgClN4O3 as an isolated structure at a distorted geometry from the OMol25 dataset. Energies are from wB97M-V/def2-TZVPD.

Geometry as XYZ:
```
24
Properties=species:S:1:pos:R:3:forces:R:3
Ag -1.886 -2.983 1.080 0.4 1.0 0.1
Cl -0.797 -0.718 1.467 0.0 -1.0 -0.5
C -1.795 0.741 5.009 0.0 0.5 1.0
O -1.809 1.290 3.716 0.1 -0.1 -0.3
H -2.337 1.418 5.675 -0.3 -0.1 -0.3
H -2.268 -0.242 5.070 0.1 -0.1 -0.1
H -0.798 0.716 5.469 0.1 -0.3 -0.4
H -1.404 0.649 3.117 -0.1 0.2 0.1
C 3.062 -0.606 -1.323 0.6 0.8 -0.8
O 3.826 0.210 -0.860 -0.1 -0.2 0.3
N 1.758 -0.694 -0.799 0.2 -0.1 -0.7
N 3.309 -1.367 -2.419 -0.4 0.0 0.4
H 1.122 -1.351 -1.238 -0.6 0.1 0.6
H 1.603 -0.255 0.103 -0.2 -0.4 0.1
H 2.665 -2.055 -2.766 0.1 0.0 -0.1
H 4.202 -1.263 -2.870 0.1 0.0 0.1
C -1.170 0.312 -2.271 0.5 0.1 -0.3
O -1.308 -0.880 -2.085 -0.1 -0.2 -0.1
N -1.675 1.026 -3.300 0.3 -0.2 0.5
N -0.353 1.020 -1.365 0.2 -0.6 -0.3
H -2.106 0.517 -4.053 -0.1 0.1 0.0
H -1.445 1.997 -3.413 -0.1 0.0 -0.2
H -0.261 0.517 -0.488 -0.3 0.4 0.5
H -0.137 2.002 -1.455 0.0 0.0 0.2
```
Positions in Å, forces in eV/Å.

Values from the calculation:
LUMO (alpha / beta)   -4.8 / -8.4 eV
2S+1   2
Highest occupied orbital energy (alpha / beta)   -11.89 / -11.89 eV
Energy above the lowest of the compared OMol25 structures with the same formula, charge and spin   0.000 eV
Net charge   +1
⟨S²⟩   0.7614
Gap between HOMO and LUMO (alpha / beta)   7.070 / 3.488 eV

Entry 4:
Here is C3H12FInO3 as an isolated structure at a distorted geometry from the OMol25 dataset. Energies are from wB97M-V/def2-TZVPD.

Geometry as XYZ:
```
20
Properties=species:S:1:pos:R:3:forces:R:3
In -22.897 20.051 -27.016 0.0 -0.1 0.0
F -23.276 15.034 -26.202 0.0 0.1 0.0
C -29.051 22.633 -27.909 -0.7 -0.1 0.5
O -27.700 22.942 -27.897 0.5 -0.9 -0.4
H -29.287 21.570 -27.966 0.7 0.0 -0.3
H -29.439 22.913 -26.930 -0.5 0.3 0.6
H -29.665 23.186 -28.621 0.2 0.3 -0.3
H -27.552 23.891 -27.880 -0.2 0.4 -0.1
C -18.724 23.575 -29.858 0.0 0.4 -0.1
O -18.552 22.264 -29.438 -0.7 -0.3 0.7
H -18.423 23.634 -30.904 -0.1 0.3 -0.5
H -19.741 23.924 -29.683 0.0 -0.5 -0.2
H -18.090 24.297 -29.344 0.5 0.0 0.3
H -17.639 21.978 -29.514 0.4 0.1 -0.2
C -21.717 20.256 -20.585 1.2 -0.5 -0.1
O -21.448 19.398 -21.709 -0.5 1.7 0.6
H -20.977 20.060 -19.810 0.5 -0.6 0.5
H -21.487 21.307 -20.761 -0.6 -0.2 -0.9
H -22.645 20.089 -20.038 -0.5 -0.2 -0.4
H -21.446 18.470 -21.465 -0.2 -0.3 0.4
```
Positions in Å, forces in eV/Å.

Values from the calculation:
LUMO   -14.3 eV
Highest occupied orbital energy   -15.72 eV
Energy above the lowest of the compared OMol25 structures with the same formula, charge and spin   0.794 eV
Net charge   +2
Gap between HOMO and LUMO   1.471 eV

Entry 5:
Here is a 2-piece molecular cluster, C3H12N2 overall at a distorted geometry from the OMol25 dataset. Energies are from wB97M-V/def2-TZVPD.

Geometry as XYZ:
```
17
Properties=species:S:1:pos:R:3:forces:R:3
C 0.774 -1.727 0.521 -0.4 0.6 -1.8
N -0.031 -2.226 -0.627 0.4 -1.1 0.7
C -0.887 -3.376 -0.228 -0.3 1.6 0.5
H 0.120 -1.266 1.255 0.1 -0.3 0.3
H 1.445 -2.501 0.869 0.0 -0.2 0.8
H 1.383 -0.939 0.073 0.1 0.2 0.4
H 0.669 -2.638 -1.241 -0.2 0.3 -0.2
H -0.514 -3.918 0.650 0.3 -0.4 -0.4
H -1.073 -3.971 -1.113 -0.1 -0.4 0.1
H -1.838 -2.959 0.130 0.0 -0.2 -0.3
C 0.315 4.072 -0.188 1.2 0.6 0.7
N -0.322 2.828 0.175 0.1 -0.4 -0.6
H -0.166 4.986 0.178 -0.3 0.0 -0.4
H 0.495 4.099 -1.258 -0.5 0.1 -0.2
H 1.348 4.166 0.188 -0.3 -0.4 0.3
H -0.673 2.735 1.117 0.0 0.3 -0.1
H -1.045 2.636 -0.501 -0.2 -0.2 0.3
```
Positions in Å, forces in eV/Å.

Values from the calculation:
SMILES   CNC.CN
LUMO   1.1 eV
Highest occupied orbital energy   -8.93 eV
Energy above the lowest of the compared OMol25 structures with the same formula, charge and spin   0.868 eV
Gap between HOMO and LUMO   10.074 eV

Entry 6:
Here is an isolated ion of composition C3H12N2 and charge +2 from the OMol25 dataset. Energies are from wB97M-V/def2-TZVPD.

Geometry as XYZ:
```
17
Properties=species:S:1:pos:R:3:forces:R:3
N 0.098 -2.525 -0.331 -0.2 0.0 0.6
C -0.619 -1.197 -0.124 0.5 0.2 0.0
C 0.372 -0.040 0.142 -0.6 -0.2 0.2
C -0.345 1.283 -0.154 -0.1 -0.3 -0.2
N 0.361 2.463 0.448 0.1 0.3 0.4
H -0.378 -3.075 -1.050 0.3 0.0 -0.2
H 1.099 -2.421 -0.541 -0.3 -0.1 -0.3
H 0.040 -3.099 0.516 0.1 0.0 0.1
H -1.297 -1.327 0.717 -0.1 0.0 -0.1
H -1.186 -1.017 -1.031 -0.1 0.0 -0.1
H 0.679 -0.071 1.192 0.2 0.0 -0.1
H 1.230 -0.158 -0.514 0.3 0.1 0.0
H -1.361 1.276 0.247 0.1 0.1 0.0
H -0.393 1.453 -1.226 -0.1 0.1 -0.1
H 0.096 3.344 -0.014 0.0 -0.2 0.0
H 1.385 2.394 0.415 -0.1 0.0 -0.2
H 0.121 2.566 1.440 0.0 0.1 0.0
```
Positions in Å, forces in eV/Å.

Values from the calculation:
SMILES   [NH3+]CCC[NH3+]
LUMO   -6.9 eV
Highest occupied orbital energy   -21.55 eV
Energy above the lowest of the compared OMol25 structures with the same formula, charge and spin   0.059 eV
Net charge   +2
Gap between HOMO and LUMO   14.623 eV

Entry 7:
Here is a 2-piece molecular cluster, C3H12N2O overall at a distorted geometry from the OMol25 dataset. Energies are from wB97M-V/def2-TZVPD.

Geometry as XYZ:
```
18
Properties=species:S:1:pos:R:3:forces:R:3
N 1.855 2.220 -0.022 -1.1 0.8 0.4
C 0.856 1.215 0.367 -0.5 -1.4 -1.5
C 0.490 0.344 -0.910 0.6 -0.2 1.8
C -0.162 -1.007 -0.591 0.4 0.7 -0.2
N -0.753 -1.580 -1.803 -0.1 0.1 0.0
H 1.674 3.013 0.584 0.3 0.2 -0.2
H 2.791 1.931 0.188 0.3 -0.4 0.1
H -0.138 1.627 0.546 0.4 0.7 0.7
H 1.159 0.633 1.237 0.0 -0.2 0.0
H -0.269 0.981 -1.360 0.4 -0.3 -1.0
H 1.426 0.191 -1.453 -0.3 0.3 -0.6
H -0.930 -0.790 0.148 -0.2 -0.5 0.0
H 0.569 -1.717 -0.177 0.0 0.4 0.4
H -0.010 -1.774 -2.469 0.0 0.0 0.0
H -1.134 -2.479 -1.547 -0.3 -0.2 -0.1
H -2.551 -0.837 1.637 -0.1 0.0 0.1
H -2.780 -0.921 3.150 -0.2 0.0 0.1
O -2.093 -1.048 2.474 0.3 0.0 -0.2
```
Positions in Å, forces in eV/Å.

Values from the calculation:
LUMO (alpha / beta)   3.8 / 3.7 eV
2S+1   2
Highest occupied orbital energy (alpha / beta)   1.09 / -6.18 eV
Energy above the lowest of the compared OMol25 structures with the same formula, charge and spin   0.453 eV
Net charge   -1
⟨S²⟩   0.7504
Gap between HOMO and LUMO (alpha / beta)   2.659 / 9.852 eV

Entry 8:
Here is a 2-piece molecular cluster, C3H12N2O overall at a distorted geometry from the OMol25 dataset. Energies are from wB97M-V/def2-TZVPD.

Geometry as XYZ:
```
18
Properties=species:S:1:pos:R:3:forces:R:3
C 0.625 0.361 0.821 -2.3 -0.9 3.6
C 0.201 0.406 -0.630 4.9 -0.6 -1.5
N -0.838 -0.378 -1.053 -4.4 -1.9 0.0
C 0.073 1.811 -1.137 -3.2 3.6 0.4
N -0.451 1.857 -2.495 -1.0 -1.4 -1.8
H 1.538 -0.064 1.245 1.0 0.7 -1.3
H 0.021 -0.525 1.369 0.2 2.3 -1.1
H 0.416 1.374 1.349 0.3 -1.8 -0.7
H 1.031 -0.022 -1.271 -0.2 0.5 0.8
H -0.763 -1.293 -1.457 1.1 0.0 -0.1
H -1.661 -0.461 -0.458 0.3 0.6 0.1
H -0.773 2.322 -0.489 1.8 -0.6 -0.4
H 0.965 2.461 -1.154 -0.1 -0.7 0.8
H -1.154 2.565 -2.834 1.3 -0.8 1.4
H -0.925 0.932 -2.589 0.3 1.0 -0.3
O 0.639 -3.881 3.191 -0.3 0.0 0.8
H 0.227 -4.391 3.907 0.0 -0.3 -0.5
H 0.828 -3.075 3.684 0.2 0.3 -0.3
```
Positions in Å, forces in eV/Å.

Values from the calculation:
SMILES   C[C@@H](N)CN.O
LUMO   0.7 eV
Highest occupied orbital energy   -8.39 eV
Energy above the lowest of the compared OMol25 structures with the same formula, charge and spin   1.715 eV
Gap between HOMO and LUMO   9.115 eV

Entry 9:
Here is a 3-piece molecular cluster, C3H12N2O overall at a distorted geometry from the OMol25 dataset. Energies are from wB97M-V/def2-TZVPD.

Geometry as XYZ:
```
18
Properties=species:S:1:pos:R:3:forces:R:3
C 2.453 -1.917 1.411 -0.6 2.1 1.3
C 2.925 -0.711 1.087 -0.5 0.8 3.0
H 1.991 -2.020 2.483 0.6 -0.3 -2.6
H 2.347 -2.498 0.542 0.0 -2.1 -0.2
H 2.726 0.057 1.853 0.6 -0.1 -0.3
H 3.554 -0.349 0.310 -0.1 -0.4 -1.2
N 0.144 2.005 0.308 0.5 -1.4 -1.8
C -0.821 1.448 -0.676 -0.4 2.1 -0.3
O -1.774 2.541 -1.193 2.4 -1.0 0.3
H 1.119 2.034 0.001 -0.7 0.3 0.1
H -0.151 2.822 0.798 -0.3 0.3 0.1
H -0.308 0.966 -1.634 -1.0 0.6 2.5
H -1.525 0.874 -0.060 0.3 -0.6 -1.0
H -1.139 3.193 -1.557 -0.7 -0.3 0.1
N -2.236 -3.156 -0.584 0.3 -1.0 1.5
H -1.499 -3.765 -0.929 -0.2 0.6 -0.7
H -2.830 -2.713 -1.254 0.0 -0.2 -0.7
H -2.788 -3.795 -0.009 -0.1 0.5 -0.2
```
Positions in Å, forces in eV/Å.

Values from the calculation:
SMILES   C=C.NCO.N
LUMO   1.0 eV
Highest occupied orbital energy   -9.30 eV
Energy above the lowest of the compared OMol25 structures with the same formula, charge and spin   2.584 eV
Gap between HOMO and LUMO   10.265 eV

Entry 10:
Here is a 2-piece molecular cluster, C3H12N2O overall from the OMol25 dataset. Energies are from wB97M-V/def2-TZVPD.

Geometry as XYZ:
```
18
Properties=species:S:1:pos:R:3:forces:R:3
C 0.468 -0.129 -2.124 0.2 0.0 -0.1
O -0.178 -1.197 -1.480 -0.3 -0.2 0.2
C 0.400 -1.543 -0.224 0.1 0.2 0.1
N -0.545 -2.222 0.607 -0.2 -0.1 -0.1
H 1.480 -0.413 -2.444 0.0 0.1 0.0
H -0.133 0.112 -2.999 0.1 0.1 0.0
H 0.537 0.742 -1.462 0.0 0.0 -0.1
H 1.271 -2.196 -0.380 -0.1 0.1 0.0
H 0.726 -0.627 0.285 0.0 -0.1 -0.1
H -0.844 -3.081 0.157 0.0 0.0 0.1
H -1.375 -1.645 0.724 0.2 -0.1 0.0
C -0.764 1.527 1.504 -0.2 0.2 -0.1
N 0.524 1.798 0.882 0.3 0.3 0.1
H -1.512 1.417 0.713 0.0 0.0 0.1
H -1.103 2.313 2.197 0.0 -0.2 -0.1
H -0.697 0.588 2.044 -0.1 -0.1 0.1
H 0.497 2.695 0.405 0.1 -0.1 0.1
H 1.248 1.859 1.595 -0.1 0.1 -0.2
```
Positions in Å, forces in eV/Å.

Values from the calculation:
SMILES   COCN.CN
LUMO   1.0 eV
Highest occupied orbital energy   -9.16 eV
Energy above the lowest of the compared OMol25 structures with the same formula, charge and spin   0.776 eV
Gap between HOMO and LUMO   10.183 eV

Entry 11:
Here is a 2-piece molecular cluster, C3H12N2O2 overall at a distorted geometry from the OMol25 dataset. Energies are from wB97M-V/def2-TZVPD.

Geometry as XYZ:
```
19
Properties=species:S:1:pos:R:3:forces:R:3
C 0.075 0.020 2.217 0.4 0.0 0.1
N -1.022 -0.438 1.333 -0.9 1.4 -0.4
C -1.401 0.704 0.347 0.3 -0.6 0.9
O -0.721 -1.564 0.695 0.0 -0.9 -0.1
H 0.940 0.215 1.583 -0.1 0.0 0.0
H -0.215 0.917 2.763 -0.1 0.1 0.0
H 0.320 -0.784 2.909 -0.2 0.0 -0.1
H -1.862 -0.589 1.925 0.3 0.2 -0.2
H -2.040 0.288 -0.425 -0.1 -0.2 0.2
H -0.489 1.095 -0.097 0.1 -0.1 0.1
H -1.900 1.482 0.916 -0.1 0.1 0.0
N 0.384 -0.136 -2.636 -0.2 -0.1 0.0
C 1.048 -0.628 -1.468 -0.3 -1.2 0.5
O 1.703 0.382 -0.691 0.2 0.3 0.2
H -0.395 0.463 -2.408 -0.1 0.1 0.0
H 1.002 0.372 -3.249 0.1 0.0 -0.1
H 1.783 -1.380 -1.780 0.0 0.2 0.0
H 0.340 -1.153 -0.742 0.8 0.9 -1.1
H 2.448 0.735 -1.191 -0.1 -0.1 0.1
```
Positions in Å, forces in eV/Å.

Values from the calculation:
SMILES   C[NH+](C)[O-].NCO
LUMO   0.7 eV
Highest occupied orbital energy   -8.46 eV
Energy above the lowest of the compared OMol25 structures with the same formula, charge and spin   3.603 eV
Gap between HOMO and LUMO   9.186 eV

Entry 12:
Here is a 2-piece molecular cluster, C3H12N2O2 overall at a distorted geometry from the OMol25 dataset. Energies are from wB97M-V/def2-TZVPD.

Geometry as XYZ:
```
19
Properties=species:S:1:pos:R:3:forces:R:3
N 1.072 -2.652 0.102 3.3 -1.8 1.3
C 1.390 -1.292 -0.413 2.4 -0.2 -0.7
C 0.201 -0.574 -0.033 -3.4 3.7 0.6
N 0.429 0.859 0.232 0.4 1.4 1.0
C -0.760 -0.645 -1.284 1.7 -1.1 0.8
O -2.146 -0.229 -1.166 2.0 2.9 -0.5
H 1.693 -2.861 1.012 -1.9 0.9 -2.5
H 1.439 -3.390 -0.509 -0.2 0.4 -0.1
H 1.822 -1.047 -1.470 -1.6 -1.4 1.1
H 2.210 -0.798 0.069 0.7 -0.1 1.1
H -0.137 -1.000 0.943 -0.5 -0.2 -1.2
H -0.448 1.424 0.356 1.1 -1.1 -0.2
H 0.982 0.985 1.113 -0.7 -0.2 -1.1
H -0.109 -0.097 -2.082 -1.7 -0.8 1.0
H -0.603 -1.764 -1.365 -1.5 1.0 -1.1
H -2.109 0.815 -1.282 -0.3 -3.4 0.4
O -0.282 3.830 2.072 1.5 -0.1 0.2
H 0.335 3.071 2.084 -0.7 0.6 0.0
H -1.146 3.481 1.927 -0.9 -0.5 -0.1
```
Positions in Å, forces in eV/Å.

Values from the calculation:
SMILES   NC[C@@H](N)CO.O
LUMO   0.5 eV
Highest occupied orbital energy   -9.33 eV
Energy above the lowest of the compared OMol25 structures with the same formula, charge and spin   3.062 eV
Gap between HOMO and LUMO   9.850 eV